(one)
The following is a DFT calculation (ωB97M-V/def2-TZVPD) of an isolated molecule of C6H9NO.

Atoms and positions in Å:
C  -2.44490  0.05403  -1.63693
C  -1.22686  -0.49999  -1.24029
C  -0.07154  -0.63581  -2.18386
C  -1.10592  -1.05337  0.16445
N  -1.45060  -0.00746  1.16032
C  -0.33130  0.19950  1.95393
C  0.61151  -0.71606  1.60082
O  0.24448  -1.40566  0.49099
H  -3.27171  0.13831  -0.96800
H  -2.66056  0.45698  -2.63860
H  0.82722  -0.19477  -1.74304
H  0.11145  -1.64600  -2.43620
H  -0.29089  -0.09573  -3.10426
H  -1.74730  -1.96506  0.22379
H  -1.92826  0.84982  0.85070
H  -0.26326  0.93371  2.75230
H  1.57409  -0.82367  2.12057

Summary:
gap between HOMO and LUMO = 8.27 eV
lowest unoccupied orbital energy = 0.0372 hartree
structure (SMILES) = C=C(C)[C@@H]1NC=CO1

Atom charges from the Mulliken analysis, given in e for atoms 1 to 2:
1 C -1.234
2 C 0.624

(two)
The following is a DFT calculation (ωB97M-V/def2-TZVPD) of an isolated molecule of C6H9NO.

Atoms and positions in Å:
C  1.49592  0.52238  -0.45520
C  1.13904  -0.92624  0.10095
O  0.87188  -2.40242  -0.35091
C  -0.09863  -1.38724  -0.42675
C  -1.43034  -0.81852  0.22080
C  -0.94797  0.59461  -0.09019
N  -0.63540  2.10488  0.23640
C  0.25235  0.99765  0.38249
H  1.33595  0.46624  -1.47164
H  2.36370  1.12626  -0.04321
H  1.44542  -0.95398  1.18982
H  -0.26016  -0.97277  -1.47169
H  -1.54357  -1.15524  1.21638
H  -2.43792  -1.02720  -0.40362
H  -0.91026  0.85763  -1.17099
H  -1.10300  2.26445  1.06682
H  0.46299  0.70952  1.47054

Summary:
gap between HOMO and LUMO = 10.66 eV
lowest unoccupied orbital energy = 0.0329 hartree
structure (SMILES) = C1[C@@H]2O[C@H]2C[C@H]2N[C@H]12

Atom charges from the Mulliken analysis, given in e for atoms 1 to 2:
1 C -0.552
2 C -0.175

(three)
The following is a DFT calculation (ωB97M-V/def2-TZVPD) of a structure of composition C6H9NO.

Atoms and positions in Å:
C  1.49216  -0.19881  -0.00511
C  0.85427  1.23616  0.10800
C  -0.65285  1.30324  -0.03920
C  -1.15176  -0.14229  -0.18243
C  -0.62440  -1.11086  0.89568
C  0.53334  -1.22738  -0.09017
H  1.35759  1.82080  -0.67926
H  1.26127  1.87275  1.06360
H  -1.04447  1.68592  -1.02580
H  -1.33842  1.70877  0.76530
H  -2.20366  -0.09031  -0.35520
H  -0.59053  -0.90578  1.94985
H  -1.28682  -2.03246  0.77358
H  1.12455  -2.23048  -0.16150
H  -0.03111  -0.46734  -1.85929
N  -0.40576  -0.87898  -1.09001
O  2.70661  -0.34295  -0.06802

Summary:
gap between HOMO and LUMO = 9.88 eV
lowest unoccupied orbital energy = 0.0339 hartree

Atom charges from the Mulliken analysis, given in e for atoms 1 to 2:
1 C 0.229
2 C -0.534

(four)
The following is a DFT calculation (ωB97M-V/def2-TZVPD) of an isolated molecule of C6H9NO.

Atoms and positions in Å:
C  -2.22587  -0.33719  0.70392
C  -1.60766  0.81245  -0.01786
C  -0.34791  0.96006  -0.40410
C  0.78783  0.02376  -0.22869
C  2.06757  0.45196  -0.91928
N  0.90983  -0.63543  1.10818
C  0.66786  -1.42692  0.06425
O  0.50556  -2.54872  -0.30081
H  -1.59432  -1.20951  0.70422
H  -2.43444  -0.04923  1.74044
H  -3.17989  -0.59074  0.23925
H  -2.29298  1.62159  -0.24061
H  -0.07150  1.86280  -0.93023
H  1.93158  0.40130  -1.99944
H  2.89240  -0.20323  -0.64493
H  2.33371  1.47577  -0.65293
H  1.65822  -0.60875  1.77854

Summary:
gap between HOMO and LUMO = 9.99 eV
lowest unoccupied orbital energy = 0.0328 hartree
structure (SMILES) = C/C=C\[C@@]1(C)NC1=O

Atom charges from the Mulliken analysis, given in e for atoms 1 to 2:
1 C -1.146
2 C -0.171

Question: of the structures shown, which is the most stable? Reply: (four).